(1)
A molecular structure, C52H42GeIO5PPtS2 at a distorted geometry. Source: the OMol25 dataset; level of theory: ωB97M-V with the def2-TZVPD basis set.

Geometry (Å):
1 Pt 1.738 -0.231 -1.467
2 S 4.029 -0.121 -0.784
3 C 4.322 1.592 -0.917
4 C 5.638 2.033 -0.766
5 C 5.957 3.373 -0.828
6 C 4.954 4.310 -1.051
7 C 3.649 3.895 -1.204
8 C 3.301 2.543 -1.136
9 S 1.616 2.137 -1.290
10 H 6.402 1.288 -0.590
11 H 6.985 3.694 -0.701
12 H 5.196 5.364 -1.100
13 H 2.858 4.612 -1.376
14 O 1.415 -0.067 1.170
15 P 1.532 -0.063 2.631
16 C 3.143 0.531 3.244
17 C 3.697 0.148 4.466
18 C 4.902 0.690 4.869
19 C 5.563 1.607 4.067
20 C 5.012 1.989 2.849
21 C 3.801 1.463 2.450
22 C 0.314 1.018 3.416
23 C -0.574 1.669 2.558
24 C -1.510 2.547 3.062
25 C -1.572 2.786 4.433
26 C -0.668 2.163 5.285
27 C 0.280 1.297 4.785
28 C 1.421 -1.742 3.343
29 C 2.053 -2.716 2.577
30 C 2.019 -4.040 2.978
31 C 1.360 -4.391 4.146
32 C 0.729 -3.419 4.909
33 C 0.755 -2.095 4.508
34 H 3.192 -0.582 5.085
35 H 5.338 0.394 5.815
36 H 6.510 2.019 4.387
37 H 5.531 2.691 2.213
38 H 3.354 1.751 1.510
39 H -0.511 1.459 1.499
40 H -2.200 3.050 2.399
41 H -2.315 3.464 4.833
42 H -0.708 2.369 6.348
43 H 1.005 0.843 5.447
44 H 2.535 -2.426 1.653
45 H 2.496 -4.795 2.370
46 H 1.323 -5.426 4.459
47 H 0.199 -3.697 5.812
48 H 0.232 -1.345 5.085
49 O 0.640 -0.305 -3.679
50 C -0.475 -0.183 -3.152
51 O -0.674 -0.113 -1.920
52 C -1.707 -0.082 -4.056
53 C -2.658 0.902 -3.415
54 Ge -3.391 0.251 -1.654
55 C -2.692 -0.628 -0.009
56 C -1.898 -1.762 -0.090
57 C -1.415 -2.363 1.056
58 C -1.763 -1.862 2.299
59 C -2.581 -0.751 2.391
60 C -3.034 -0.131 1.239
61 C -4.365 1.886 -1.011
62 C -3.631 2.948 -0.490
63 C -4.250 4.120 -0.091
64 C -5.623 4.254 -0.209
65 C -6.369 3.205 -0.718
66 C -5.742 2.034 -1.110
67 C -4.897 -0.970 -2.197
68 C -5.258 -1.182 -3.522
69 C -6.325 -1.994 -3.858
70 C -7.069 -2.608 -2.867
71 C -6.726 -2.408 -1.539
72 C -5.649 -1.606 -1.214
73 H -2.153 -1.080 -4.130
74 H -1.389 0.234 -5.052
75 H -3.509 1.125 -4.063
76 H -2.133 1.839 -3.235
77 H -1.633 -2.160 -1.056
78 H -0.753 -3.213 0.983
79 H -1.391 -2.338 3.193
80 H -2.848 -0.354 3.362
81 H -3.657 0.751 1.316
82 H -2.557 2.847 -0.404
83 H -3.662 4.934 0.313
84 H -6.110 5.175 0.091
85 H -7.445 3.303 -0.809
86 H -6.334 1.219 -1.507
87 H -4.691 -0.705 -4.309
88 H -6.575 -2.153 -4.899
89 H -7.909 -3.241 -3.124
90 H -7.300 -2.888 -0.758
91 H -5.374 -1.462 -0.176
92 I 4.406 -1.655 -8.260
93 C 3.921 -2.138 -6.237
94 C 3.902 -3.465 -5.863
95 C 3.591 -3.772 -4.550
96 C 3.281 -2.777 -3.629
97 C 3.343 -1.453 -4.039
98 C 3.656 -1.122 -5.345
99 C 2.832 -3.197 -2.215
100 O 3.288 -4.260 -1.791
101 O 1.971 -2.481 -1.643
102 H 4.119 -4.247 -6.579
103 H 3.580 -4.802 -4.227
104 H 3.118 -0.660 -3.331
105 H 3.676 -0.088 -5.656

Cartesian forces (eV/Å) of the 3 atoms listed first:
Pt 1.617 0.507 0.298
S -1.509 -0.185 -0.348
C -0.121 0.160 -0.052

Output
- total energy (a.u.) = -6014.78794
- E_HOMO (eV) = -1.3
- orbital gap (eV) = 4.859
- net charge = -2



(2)
A molecular structure, C52H42N8O4S4W. Source: the OMol25 dataset; level of theory: ωB97M-V with the def2-TZVPD basis set.

Geometry (Å):
1 W -0.041 0.009 0.231
2 O 0.962 -3.547 2.031
3 C 0.449 -2.492 1.839
4 O 0.889 -1.593 0.924
5 C -0.765 -1.965 2.523
6 C -1.443 -2.548 3.577
7 C -2.580 -1.905 4.057
8 C -3.003 -0.718 3.462
9 C -2.253 -0.210 2.419
10 N -1.160 -0.822 1.979
11 C -2.503 1.052 1.662
12 O -3.438 1.776 1.800
13 O -1.516 1.263 0.774
14 H -1.078 -3.476 3.999
15 H -3.135 -2.324 4.887
16 H -3.882 -0.183 3.797
17 N 1.229 -0.286 -1.153
18 S 1.884 -0.493 -2.504
19 N 0.870 -0.311 -3.733
20 S -0.207 -1.418 -4.038
21 N -0.581 -2.317 -2.807
22 S -1.645 -2.016 -1.677
23 N -1.398 -0.792 -0.795
24 C -1.604 -3.490 -0.725
25 C -0.552 -4.392 -0.846
26 C -0.574 -5.524 -0.046
27 C -1.621 -5.735 0.840
28 C -2.663 -4.820 0.944
29 C -2.666 -3.678 0.161
30 C -3.254 -1.889 -2.349
31 C -3.772 -3.019 -2.982
32 C -5.056 -2.949 -3.489
33 C -5.789 -1.772 -3.365
34 C -5.252 -0.657 -2.735
35 C -3.968 -0.706 -2.209
36 C 0.363 -2.561 -5.228
37 C 0.903 -2.006 -6.390
38 C 1.360 -2.865 -7.372
39 C 1.272 -4.243 -7.186
40 C 0.729 -4.773 -6.023
41 C 0.264 -3.932 -5.022
42 C -1.523 -0.516 -4.751
43 C -2.412 -1.207 -5.572
44 C -3.483 -0.512 -6.106
45 C -3.643 0.841 -5.825
46 C -2.744 1.511 -5.001
47 C -1.670 0.837 -4.446
48 C 2.713 -2.034 -2.599
49 C 2.743 -2.867 -1.489
50 C 3.472 -4.045 -1.580
51 C 4.148 -4.357 -2.752
52 C 4.112 -3.500 -3.849
53 C 3.399 -2.317 -3.781
54 C 3.087 0.744 -2.809
55 C 3.033 1.552 -3.937
56 C 4.045 2.487 -4.111
57 C 5.068 2.592 -3.180
58 C 5.101 1.768 -2.058
59 C 4.106 0.830 -1.860
60 H 0.252 -4.219 -1.548
61 H 0.227 -6.247 -0.119
62 H -1.634 -6.631 1.448
63 H -3.488 -5.008 1.619
64 H -3.487 -2.973 0.210
65 H -3.197 -3.935 -3.053
66 H -5.494 -3.815 -3.968
67 H -6.799 -1.730 -3.753
68 H -5.839 0.245 -2.636
69 H -3.534 0.141 -1.694
70 H 0.956 -0.933 -6.526
71 H 1.778 -2.465 -8.286
72 H 1.626 -4.909 -7.961
73 H 0.663 -5.845 -5.895
74 H -0.161 -4.330 -4.112
75 H -2.260 -2.253 -5.809
76 H -4.178 -1.019 -6.762
77 H -4.469 1.384 -6.266
78 H -2.874 2.567 -4.813
79 H -0.949 1.344 -3.819
80 H 2.219 -2.595 -0.583
81 H 3.525 -4.708 -0.728
82 H 4.726 -5.270 -2.809
83 H 4.660 -3.745 -4.749
84 H 3.388 -1.627 -4.616
85 H 2.231 1.457 -4.654
86 H 4.035 3.128 -4.981
87 H 5.856 3.317 -3.332
88 H 5.911 1.853 -1.347
89 H 4.127 0.169 -1.002
90 C -1.392 4.751 -0.854
91 N -0.870 4.288 0.433
92 C -1.243 4.791 1.662
93 C -0.608 4.069 2.607
94 N 0.153 3.122 1.937
95 C -0.029 3.273 0.607
96 S 0.690 2.237 -0.574
97 C 1.078 2.228 2.548
98 C 1.852 2.748 3.570
99 C 2.768 1.931 4.209
100 C 2.890 0.627 3.760
101 C 2.094 0.194 2.721
102 N 1.157 0.953 2.113
103 H -1.666 5.798 -0.756
104 H -2.268 4.162 -1.117
105 H -0.621 4.651 -1.612
106 H -1.928 5.617 1.756
107 H -0.633 4.126 3.681
108 H 1.741 3.792 3.828
109 H 3.385 2.312 5.012
110 H 3.605 -0.057 4.196
111 H 2.225 -0.807 2.349

Cartesian forces (eV/Å) of the 3 atoms listed first:
W -0.224 0.282 0.282
O 0.115 0.109 -0.021
C -0.225 -0.032 0.085

Output
- total energy (a.u.) = -4404.27373
- E_HOMO (eV) = -18.3
- orbital gap (eV) = 7.057
- net charge = +4